This record from the Open Molecules 2025 dataset describes a cluster of 2 separate species, C2H8N2S in total. The level of theory is the ωB97M-V functional and the def2-TZVPD basis.

energy relative to the best compared isomer or geometry (same formula, charge and spin): 23.2 kJ/mol
electronic energy: -16018.5555 eV
largest force on an atom: 0.03227 Eh/bohr
SMILES: [H]/N=C/N.CS
LUMO energy: 1.0 eV
net charge: 0
spin multiplicity: 1
E_HOMO: -9.1 eV

Positions of all 13 atoms, in Å:
H 1.22376 -2.88759 2.02995
N 0.60869 -3.65827 2.27894
C -0.00560 -3.37437 3.34391
N -0.81916 -4.27338 3.99529
H -0.02918 -2.40407 3.85765
H -1.23516 -4.92722 3.33321
H -1.53065 -4.01642 4.67410
C 0.36914 3.73794 -3.99996
S 0.02131 5.22796 -2.95698
H 0.50161 2.91924 -3.30588
H 1.16640 4.01091 -4.68096
H -0.46475 3.49264 -4.65827
H 0.19359 6.15263 -3.91101